Version 1
Computed, not measured: a 2-piece molecular cluster, C3H10N overall, with ωB97M-V/def2-TZVPD.

## Properties
- LUMO energy: -4.1 eV
- Kohn-Sham gap: 9.028 eV
- Charge: +1

Last column: Mulliken charge in e.
Cartesian coordinates (Å):
N1 0.851 -0.466 -1.985  -0.424
C1 -1.329 -0.621 0.406  -0.603
C2 -0.614 0.561 0.574  -0.241
C3 0.628 0.758 1.568  -0.920
H1 0.493 0.030 2.401  0.318
H2 0.758 -1.407 -2.547  0.451
H3 -1.419 -1.513 1.164  0.226
H4 0.878 1.762 1.924  0.313
H5 -1.651 -0.918 -0.555  0.379
H6 1.748 -0.333 -1.580  0.359
H7 0.612 0.277 -2.641  0.411
H8 1.581 0.246 1.364  0.259
H9 0.138 -0.539 -1.203  0.116
H10 -1.209 1.467 0.281  0.357

---

Version 2
Computed, not measured: a 2-piece molecular cluster, C3H10N overall, with ωB97M-V/def2-TZVPD.

## Properties
- LUMO energy: -5.8 eV
- Kohn-Sham gap: 8.434 eV
- Charge: +1

Last column: Mulliken charge in e.
Cartesian coordinates (Å):
N1 -0.481 -3.485 1.697  -0.031
C1 1.600 5.768 -2.750  -0.891
C2 -1.098 -4.396 1.049  -0.065
C3 -0.969 -2.134 1.811  -0.617
H1 1.570 6.512 -2.021  0.245
H2 -2.008 -2.098 1.376  0.274
H3 1.678 6.266 -3.707  0.236
H4 -2.070 -4.315 0.603  0.263
H5 0.300 -3.817 2.262  0.313
H6 -1.008 -1.967 2.926  0.302
H7 -0.280 -1.395 1.395  0.287
H8 0.695 5.158 -2.664  0.211
H9 -0.482 -5.216 0.753  0.274
H10 2.553 5.119 -2.729  0.199

---

Name the most stable of them. version 2.

---

Version 1
Computed, not measured: a 2-piece molecular cluster, C3H10N overall, with ωB97M-V/def2-TZVPD.

## Properties
- LUMO energy: -5.6 eV
- Kohn-Sham gap: 5.938 eV
- Charge: +1

Last column: Mulliken charge in e.
Cartesian coordinates (Å):
N1 -1.580 1.403 -0.283  -0.278
C1 -0.668 0.261 -0.322  -0.696
C2 0.822 -1.410 0.796  -0.655
C3 0.036 -0.214 0.846  -0.255
H1 2.336 -0.585 -1.661  -0.085
H2 -2.009 1.518 -1.202  0.374
H3 -0.562 -0.237 -1.267  0.275
H4 0.780 0.556 1.119  0.412
H5 2.798 -1.145 -1.485  0.109
H6 1.215 -1.725 1.743  0.300
H7 0.828 -1.848 -0.190  0.325
H8 -1.045 2.260 -0.212  0.368
H9 -2.389 1.398 0.348  0.348
H10 -0.562 -0.230 1.770  0.458

---

Version 2
Computed, not measured: a 2-piece molecular cluster, C3H10N overall, with ωB97M-V/def2-TZVPD.

## Properties
- LUMO energy: -5.6 eV
- Kohn-Sham gap: 9.349 eV
- Charge: +1

Last column: Mulliken charge in e.
Cartesian coordinates (Å):
N1 -1.892 -0.862 -1.401  -0.012
C1 -1.434 0.508 -1.177  -0.657
C2 -1.402 -1.825 -0.719  -0.035
C3 3.938 1.683 2.738  -0.849
H1 -0.558 0.488 -0.545  0.268
H2 -0.611 -1.591 -0.021  0.241
H3 -1.029 0.962 -2.081  0.316
H4 3.506 2.184 3.631  0.224
H5 3.739 0.610 2.889  0.218
H6 3.364 2.045 1.852  0.185
H7 5.026 1.767 2.650  0.223
H8 -2.268 1.128 -0.898  0.301
H9 -1.940 -2.760 -0.703  0.276
H10 -2.708 -1.045 -1.979  0.302

---

Name the most stable of them. version 2.

---

Version 1
Computed, not measured: a 2-piece molecular cluster, C5H16N2 overall, with ωB97M-V/def2-TZVPD.

## Properties
- LUMO energy: -9.0 eV
- Kohn-Sham gap: 8.785 eV
- Charge: +2

Last column: Mulliken charge in e.
Cartesian coordinates (Å):
N1 -1.698 -2.797 -1.958  -0.624
N2 0.567 2.774 1.565  -0.420
C1 1.051 0.712 -0.101  -0.656
C2 1.632 1.927 0.699  -1.055
C3 -0.760 -1.190 -0.971  -0.970
C4 -0.865 -0.998 0.450  0.137
C5 0.458 -0.526 0.713  -0.836
H1 2.465 1.851 1.371  0.474
H2 -2.400 -3.554 -2.336  0.293
H3 -1.519 -2.271 -2.887  0.311
H4 1.807 2.584 -0.021  0.483
H5 -1.635 -0.183 0.488  0.128
H6 1.634 0.095 -0.917  0.518
H7 0.603 -0.205 1.834  0.359
H8 1.052 -1.346 1.236  0.405
H9 0.915 2.785 2.554  0.381
H10 0.172 -1.538 -1.371  0.614
H11 -0.270 2.535 1.059  0.339
H12 -1.219 -0.494 -1.630  0.430
H13 0.343 1.016 -0.920  0.418
H14 0.498 3.915 1.245  0.440
H15 -1.465 -3.103 -0.922  0.318
H16 -1.366 -1.988 0.818  0.515

---

Version 2
Computed, not measured: an isolated ion of composition C5H16N2 and charge +2, with ωB97M-V/def2-TZVPD.

## Properties
- LUMO energy: -6.1 eV
- Kohn-Sham gap: 13.162 eV
- Charge: +2

Last column: Mulliken charge in e.
Cartesian coordinates (Å):
N1 -0.980 -0.256 -3.449  -0.277
N2 1.631 -0.227 2.910  -0.265
C1 1.276 0.835 1.901  -0.757
C2 -0.539 -0.373 0.458  -0.729
C3 -0.780 0.183 -0.992  -0.711
C4 -0.586 -0.859 -2.071  -0.723
C5 -0.173 0.733 1.463  -0.809
H1 2.601 -0.138 3.227  0.374
H2 -0.398 1.686 0.999  0.424
H3 -1.190 -1.738 -1.893  0.339
H4 -0.229 1.105 -1.163  0.453
H5 1.435 1.798 2.376  0.385
H6 0.467 -1.045 -2.199  0.354
H7 -0.161 0.140 -3.908  0.369
H8 1.000 -0.123 3.702  0.365
H9 -0.832 0.680 2.330  0.448
H10 1.599 -1.150 2.461  0.333
H11 1.989 0.787 1.075  0.382
H12 -1.670 0.491 -3.367  0.354
H13 -1.348 -1.019 -4.016  0.364
H14 0.195 -1.174 0.367  0.508
H15 -1.474 -0.833 0.767  0.371
H16 -1.832 0.498 -0.979  0.446

---

Name the most stable of them. version 2.

---

Version 1
Computed, not measured: a 10-piece molecular cluster, C14H48N4O10 overall, with ωB97M-V/def2-TZVPD.

## Properties
- LUMO energy: 0.1 eV
- Kohn-Sham gap: 9.497 eV
- Charge: 0

Last column: Mulliken charge in e.
Cartesian coordinates (Å):
O1 -2.337 -2.446 6.518  -0.523
O2 4.748 0.450 4.309  -0.493
O3 3.659 -4.222 2.878  -0.475
O4 0.656 7.636 -2.614  -0.674
O5 -0.024 0.188 -2.117  -0.505
O6 0.621 -8.630 -3.890  -0.559
O7 -5.315 2.180 -2.258  -0.488
O8 -0.974 5.037 2.820  -0.556
O9 -3.874 -6.296 -2.558  -0.484
O10 3.681 4.169 -8.148  -0.632
N1 -1.477 7.695 -1.974  -0.365
N2 -0.289 9.412 -1.792  -0.355
N3 3.554 5.673 -6.695  -0.377
N4 2.724 3.773 -6.154  -0.393
C1 3.958 -5.370 3.592  -0.526
C2 2.310 -7.125 -3.000  -1.312
C3 -4.280 -6.347 -1.215  -0.589
C4 -3.149 5.888 3.461  -1.333
C5 1.404 -9.169 -1.737  -1.167
C6 4.671 1.629 3.496  -0.445
C7 -1.213 -2.174 5.728  -0.365
C8 3.300 4.502 -7.091  0.652
C9 -1.577 4.748 5.151  -1.278
C10 -0.328 8.206 -2.207  0.692
C11 0.436 -0.571 -1.017  -0.498
C12 1.800 -8.591 -3.070  0.525
C13 -5.894 1.372 -1.299  -0.498
C14 -2.063 4.892 3.697  0.698
H1 2.552 -9.129 -3.648  0.264
H2 2.221 -9.068 -1.023  0.348
H3 -2.746 6.899 3.398  0.367
H4 -3.712 5.464 2.629  0.370
H5 -3.833 5.933 4.308  0.331
H6 -2.113 8.257 -1.426  0.148
H7 2.399 -6.756 -4.021  0.314
H8 5.042 -5.450 3.663  0.235
H9 0.572 -9.460 -4.372  0.306
H10 3.992 6.285 -7.369  0.211
H11 -3.067 -6.814 -2.591  0.312
H12 -0.921 0.514 -2.014  0.289
H13 -4.690 -7.323 -0.957  0.265
H14 -2.391 4.508 5.834  0.353
H15 -1.208 5.410 1.967  0.283
H16 2.535 2.820 -6.430  0.206
H17 3.231 -7.030 -2.424  0.364
H18 -5.164 -5.734 -1.036  0.234
H19 1.569 -6.454 -2.567  0.324
H20 1.453 -0.958 -1.094  0.234
H21 3.932 -3.527 3.480  0.312
H22 3.610 1.829 3.345  0.179
H23 -0.588 -1.424 6.214  0.247
H24 3.434 6.031 -5.758  0.157
H25 -1.135 9.740 -1.350  0.135
H26 0.461 10.033 -2.061  0.215
H27 2.396 4.227 -5.314  0.177
H28 -1.133 5.662 5.546  0.335
H29 -2.281 -2.132 7.423  0.301
H30 -5.748 1.869 -0.340  0.199
H31 -3.578 -5.852 -0.545  0.262
H32 -6.937 1.135 -1.508  0.227
H33 0.196 -0.118 -0.055  0.236
H34 -5.252 0.494 -1.235  0.247
H35 -2.388 3.884 3.438  0.108
H36 -0.204 -1.453 -1.005  0.244
H37 -5.341 1.613 -3.032  0.313
H38 -1.696 6.750 -2.255  0.207
H39 -0.902 3.893 5.123  0.320
H40 -1.676 -1.914 4.777  0.163
H41 3.640 -6.336 3.200  0.236
H42 -0.664 -3.111 5.630  0.176
H43 5.694 0.356 4.446  0.291
H44 3.581 -5.175 4.596  0.216
H45 5.198 2.422 4.025  0.233
H46 5.211 1.477 2.561  0.235
H47 1.086 -10.211 -1.758  0.305
H48 0.634 -8.586 -1.231  0.288

---

Version 2
Computed, not measured: a 10-piece molecular cluster, C14H48N4O10 overall, with ωB97M-V/def2-TZVPD.

## Properties
- LUMO energy: 0.1 eV
- Kohn-Sham gap: 9.123 eV
- Charge: 0

Last column: Mulliken charge in e.
Cartesian coordinates (Å):
O1 -1.714 -2.971 -1.328  -0.610
O2 0.682 -3.631 -0.442  -0.355
O3 -2.736 1.425 -1.421  -0.431
O4 1.585 3.646 0.220  -0.586
O5 1.762 -1.061 3.542  -0.454
O6 2.949 -1.299 -2.833  -0.619
O7 -2.134 2.057 2.324  -0.592
O8 3.189 0.859 2.652  -0.597
O9 -0.014 1.246 0.473  -0.410
O10 -2.150 -0.670 -4.073  -0.725
N1 -1.188 -0.557 -0.621  0.726
N2 0.317 -1.078 0.852  0.672
N3 -0.112 0.229 -3.153  -0.040
N4 -0.665 0.710 -5.293  -0.396
C1 -4.562 -0.060 -1.115  -0.915
C2 3.299 -2.282 2.373  -1.320
C3 0.506 -4.323 0.715  -0.684
C4 2.237 -2.323 3.378  -0.076
C5 -0.312 -0.127 0.282  0.217
C6 2.621 1.968 3.332  -0.543
C7 4.111 3.374 0.417  -1.325
C8 -3.142 2.654 1.590  0.552
C9 -2.778 -3.080 -0.438  -0.829
C10 -0.971 0.100 -4.149  0.474
C11 -2.544 3.827 0.793  -0.951
C12 2.394 -0.994 -1.548  0.004
C13 2.776 2.844 -0.154  0.621
C14 -4.096 1.214 -1.816  -0.504
H1 2.722 2.648 -1.206  0.313
H2 1.127 -0.869 1.445  -0.125
H3 -3.411 1.923 0.858  -0.518
H4 -1.916 0.158 -0.879  -0.146
H5 -3.254 4.368 0.226  0.426
H6 2.750 0.037 2.948  0.412
H7 4.050 -1.666 2.769  0.468
H8 4.224 4.138 -0.403  0.327
H9 -0.334 -3.901 1.218  0.343
H10 -1.320 -1.571 -0.766  -0.052
H11 -5.613 -0.008 -1.291  0.451
H12 2.678 -2.760 4.338  0.327
H13 -2.399 2.021 -2.068  0.152
H14 -1.469 1.690 1.744  0.141
H15 -0.037 -3.812 -1.045  0.267
H16 2.598 1.856 0.328  -0.310
H17 1.505 -4.219 1.241  0.004
H18 0.938 -1.125 4.024  0.245
H19 -4.272 -0.135 -0.041  0.240
H20 3.030 -1.946 1.438  0.143
H21 3.039 -1.497 -0.839  0.067
H22 -0.366 -0.181 -2.213  -0.032
H23 2.563 1.850 4.425  0.325
H24 -1.987 4.422 1.529  0.282
H25 0.214 1.237 -5.425  0.180
H26 -1.974 -3.474 -2.080  0.293
H27 4.925 2.653 0.457  0.294
H28 -2.769 -4.011 0.091  0.358
H29 0.210 -5.316 0.393  0.383
H30 3.685 -3.253 2.171  0.473
H31 -2.609 -2.438 0.464  0.247
H32 0.695 0.888 -3.111  0.278
H33 0.922 3.062 0.551  0.344
H34 1.496 -3.098 3.266  0.356
H35 -4.260 1.154 -2.896  0.443
H36 2.328 -0.972 -3.483  0.352
H37 4.176 3.750 1.400  0.308
H38 1.606 2.115 2.853  0.139
H39 -1.851 3.454 0.105  0.083
H40 0.075 -2.077 0.597  -0.535
H41 1.427 -1.476 -1.480  0.106
H42 -3.907 2.919 2.277  0.421
H43 -4.755 2.047 -1.593  0.369
H44 -1.299 0.605 -6.123  0.291
H45 -4.215 -0.956 -1.617  0.052
H46 -3.739 -2.841 -0.958  0.397
H47 3.254 2.832 3.202  0.175
H48 2.206 0.076 -1.402  0.143

---

Name the most stable of them. version 1.